1.
Entry from OMol25: C6H9N in the gas phase in a non-equilibrium geometry (the ωB97M-V functional and the def2-TZVPD basis).

Output
E_LUMO   1.107 eV
SMILES   [H]/N=C/[C@@H]1C(=C)[C@H]1C
Energy above the lowest of the compared OMol25 structures with the same formula, charge and spin   360.7 kJ/mol
E   -7854.421 eV

```
16
Properties=species:S:1:pos:R:3:lowdin_charge:R:1
H 2.12672 -0.96284 1.79639 0.09
H 0.23114 2.54394 1.51808 0.11
C 0.53777 -0.70940 0.43345 -0.23
H 1.41968 3.16781 -0.41426 0.03
N 0.95612 2.29575 -0.35748 0.10
H -2.17480 -1.66118 -0.31374 0.07
H -1.16083 -1.70065 -1.89224 0.09
H -2.41319 -0.38466 -1.42145 0.11
H -1.05560 0.13914 1.25975 0.13
C -1.62005 -1.13642 -1.06950 -0.05
H 0.15767 -0.02327 -1.39000 0.09
C -0.37011 -0.43078 -0.65848 -0.28
H 1.83010 -2.17117 0.40686 0.03
C -0.35954 0.50948 0.52138 -0.15
C 1.54149 -1.33344 0.92429 0.06
C 0.35344 1.85770 0.65696 -0.18
```

***

2.
Entry from OMol25: a molecular structure, C6H9N in a non-equilibrium geometry (the ωB97M-V functional and the def2-TZVPD basis).

Output
E_LUMO   1.039 eV
Energy above the lowest of the compared OMol25 structures with the same formula, charge and spin   434.9 kJ/mol
E   -7853.653 eV

```
16
Properties=species:S:1:pos:R:3:lowdin_charge:R:1
C -1.61135 -0.07437 -0.47652 -0.13
H 1.97390 -1.03254 -0.47877 0.11
H 2.56953 0.24427 1.51484 0.09
H 2.21164 1.92395 0.63591 0.09
C 2.51242 0.84195 0.56986 -0.09
C -1.61009 -0.71071 0.97280 -0.27
H -2.21364 0.01139 1.70064 0.13
C -2.43674 0.04900 -1.46405 -0.03
C 1.61345 0.00159 -0.40853 -0.21
H 1.56690 0.43027 -1.45229 0.12
N -0.22143 -0.74220 1.24234 0.03
C 0.25345 -0.29285 0.14192 -0.14
H 3.44573 0.77514 0.10622 0.03
H -2.31023 0.43836 -2.52212 0.08
H -3.46814 -0.19643 -1.16186 0.06
H -2.27541 -1.66682 1.07961 0.13
```

***

3.
Entry from OMol25: C6H9N in the gas phase (the ωB97M-V functional and the def2-TZVPD basis).

Output
E_LUMO   1.092 eV
SMILES   C1[C@H]2N1CC21CC1
Energy above the lowest of the compared OMol25 structures with the same formula, charge and spin   302.0 kJ/mol
E   -7855.030 eV

```
16
Properties=species:S:1:pos:R:3:lowdin_charge:R:1
H 1.27516 1.38704 1.07320 0.12
H -1.96760 -1.78491 -0.29369 0.10
H 0.18593 1.12228 -1.85479 0.14
H -2.26196 -0.17755 -1.10499 0.10
C -1.37407 -0.00667 0.93302 -0.09
N 1.75555 0.03759 -0.64553 -0.02
C 1.48690 1.33017 0.00331 -0.11
H 2.10566 2.13055 -0.39645 0.10
C -1.71029 -0.73103 -0.34666 -0.08
H -1.34318 -0.59368 1.84906 0.10
H -1.72028 1.01531 1.06630 0.10
C 1.00683 -1.03096 0.08292 -0.10
C -0.31372 -0.27976 -0.08630 -0.40
H 1.34681 -1.22465 1.10877 0.12
H 1.07002 -1.94457 -0.51800 0.12
C 0.45825 0.75083 -0.87017 -0.20
```

***

4.
Entry from OMol25: C6H9N in the gas phase in a non-equilibrium geometry (the ωB97M-V functional and the def2-TZVPD basis).

Output
E_LUMO   1.030 eV
SMILES   C[C@]12C[C@H]1[C@H]1N[C@H]12
Energy above the lowest of the compared OMol25 structures with the same formula, charge and spin   446.4 kJ/mol
E   -7853.533 eV

```
16
Properties=species:S:1:pos:R:3:lowdin_charge:R:1
H 1.22432 1.41526 1.08550 0.13
C -0.27133 -0.17588 0.31565 -0.50
C 0.81887 1.08143 -1.13779 -0.21
H 1.23359 -1.38048 1.38861 0.07
C -0.47924 0.28380 -1.17163 -0.18
H -1.43702 0.59704 -1.57187 0.13
C 0.92661 0.69376 0.31316 -0.03
H 1.10712 2.03826 -1.55854 0.13
H -2.12826 -0.96706 1.04132 0.08
H -1.10768 -0.25330 2.29976 0.08
H 0.93698 -1.97166 -0.20802 0.09
N 0.62555 -0.04363 -2.02262 0.05
C -1.43405 -0.14623 1.25860 -0.03
C 0.86487 -1.08929 0.42881 0.01
H -1.98635 0.79799 1.17094 0.08
H 1.10589 -0.88067 -1.63075 0.09
```

***

5.
Entry from OMol25: C6H9N in the gas phase (the ωB97M-V functional and the def2-TZVPD basis).

Output
E_LUMO   1.024 eV
SMILES   C#CC[C@]1(C)CN1
Energy above the lowest of the compared OMol25 structures with the same formula, charge and spin   284.7 kJ/mol
E   -7855.208 eV

```
16
Properties=species:S:1:pos:R:3:lowdin_charge:R:1
C -2.60098 -0.70169 -1.30221 0.11
H 2.26800 0.38315 1.14762 0.09
H 0.21768 0.75209 -1.88582 0.12
H 0.49021 -0.75590 2.15523 0.08
H -3.64198 -0.94353 -1.30031 0.02
C 0.49391 0.16328 0.17675 -0.52
C 0.12706 -0.94572 1.14061 -0.03
C 0.74755 1.58048 0.54109 -0.12
H 0.60741 -1.86471 0.77667 0.09
N 1.86586 0.67750 0.25732 0.04
H 0.60498 1.95589 1.55185 0.11
C -1.42816 -0.42431 -1.29719 -0.14
H -0.94887 -1.13996 1.17759 0.07
H 0.61271 2.33323 -0.23401 0.10
H 0.57633 -0.95692 -1.65779 0.13
C 0.00827 -0.11286 -1.24742 -0.15
```

***

6.
Entry from OMol25: a molecular structure, C6H9N (the ωB97M-V functional and the def2-TZVPD basis).

Output
E_LUMO   1.114 eV
Energy above the lowest of the compared OMol25 structures with the same formula, charge and spin   197.3 kJ/mol
E   -7856.114 eV

```
16
Properties=species:S:1:pos:R:3:lowdin_charge:R:1
H 1.87271 0.78641 -0.23837 0.07
H 1.08047 -1.36486 -1.53802 0.11
C 0.02449 -1.27216 -1.26764 -0.16
C -0.23673 -0.88982 0.21978 -0.24
C -0.84178 0.31116 -0.47111 -0.37
H 2.79508 0.45270 1.33164 0.05
H 1.03508 -1.09981 2.03874 0.09
H -1.00748 2.43998 -0.27250 0.08
H -1.48667 1.51873 1.17220 0.08
C 0.96609 -0.58981 1.07993 -0.14
N -0.58560 0.01338 -1.69422 0.12
C -1.50828 1.53289 0.07908 -0.02
H -2.55056 1.57999 -0.25159 0.08
H -0.95107 -1.53764 0.74043 0.14
C 1.92407 0.25783 0.71302 0.01
H -0.52982 -2.13897 -1.64137 0.10
```

***

7.
Entry from OMol25: C6H9N in the gas phase in a non-equilibrium geometry (the ωB97M-V functional and the def2-TZVPD basis).

Output
E_LUMO   1.042 eV
SMILES   Cc1ccc(C)[nH]1
Energy above the lowest of the compared OMol25 structures with the same formula, charge and spin   75.7 kJ/mol
E   -7857.375 eV

```
16
Properties=species:S:1:pos:R:3:lowdin_charge:R:1
H -3.27022 -0.90335 0.64894 0.06
H 1.39005 1.99622 -0.19592 0.10
H 2.92652 -1.43966 0.32584 0.07
C -2.65102 -0.23554 0.04006 -0.05
H -1.25678 2.09982 0.33971 0.10
H -3.16083 0.74621 0.08483 0.07
C 0.74520 1.16501 0.03919 -0.08
C 2.55705 -0.57978 -0.24472 -0.04
C 1.13324 -0.14266 0.02170 -0.34
H 0.16476 -1.90712 0.41898 0.15
C -0.64427 1.20981 0.28182 -0.10
H 2.72758 -0.79280 -1.30821 0.08
N 0.00180 -0.92465 0.20049 0.09
H 3.21153 0.26486 0.00613 0.08
C -1.15234 -0.05894 0.36054 -0.26
H -2.76072 -0.53116 -1.01037 0.07
```

***

8.
Entry from OMol25: C6H9N in the gas phase (the ωB97M-V functional and the def2-TZVPD basis).

Output
E_LUMO   1.104 eV
Energy above the lowest of the compared OMol25 structures with the same formula, charge and spin   393.1 kJ/mol
E   -7854.085 eV

```
16
Properties=species:S:1:pos:R:3:lowdin_charge:R:1
H 2.40431 0.22111 0.31202 0.11
C -0.16111 0.74091 1.12549 -0.21
H 0.72450 1.78269 -0.79298 0.15
H -0.39255 -0.42317 -2.63971 0.06
H -2.01751 -1.00168 -1.84727 0.06
C 0.61759 -0.63087 1.24873 -0.12
H 1.15182 -0.85722 2.17287 0.10
H 1.65144 -1.00228 -0.75659 0.10
C 1.46013 -0.24918 0.01475 -0.13
H 0.00282 1.48694 1.90669 0.13
H -0.06009 -1.45933 1.01527 0.11
N -0.86060 0.30816 -0.76279 -0.19
C 0.44542 0.85122 -0.29696 -0.20
C -1.47079 0.57601 0.41586 -0.08
H -2.39094 0.07733 0.71211 0.10
C -1.10446 -0.42064 -1.82748 0.00
```

***

9.
Entry from OMol25: C6H9N in the gas phase in a non-equilibrium geometry (the ωB97M-V functional and the def2-TZVPD basis).

Output
E_LUMO   1.043 eV
SMILES   Cc1cc[nH]c1C
Energy above the lowest of the compared OMol25 structures with the same formula, charge and spin   52.5 kJ/mol
E   -7857.616 eV

```
16
Properties=species:S:1:pos:R:3:lowdin_charge:R:1
H -0.07370 -1.74839 1.84393 0.15
N -0.11155 -1.39511 0.90424 0.04
H -0.27623 -1.45466 -2.34042 0.09
H 0.06238 1.95533 1.41068 0.06
C -0.07398 1.34663 -1.49078 -0.06
H 1.22970 0.99478 2.06899 0.09
H 0.00905 2.19698 -0.79455 0.06
C -0.03155 -0.01503 0.65646 -0.27
C -0.00004 -2.10816 -0.23182 -0.15
H 0.71310 1.32644 -2.24546 0.08
C 0.16284 0.93180 1.74860 -0.05
H -0.35744 0.81632 2.68327 0.07
H -0.05559 -3.19061 -0.26019 0.11
H -1.06892 1.53699 -1.92295 0.08
C -0.10392 -1.25070 -1.30541 -0.05
C -0.02415 0.05741 -0.72460 -0.27
```

***

10.
Entry from OMol25: C6H9N in the gas phase in a non-equilibrium geometry (the ωB97M-V functional and the def2-TZVPD basis).

Output
E_LUMO   1.181 eV
SMILES   CC1=C[C@H]1N1CC1
Energy above the lowest of the compared OMol25 structures with the same formula, charge and spin   451.3 kJ/mol
E   -7853.483 eV

```
16
Properties=species:S:1:pos:R:3:lowdin_charge:R:1
C -2.31480 -0.01065 0.10198 -0.15
C 2.43651 0.39382 0.16492 -0.04
C -0.01211 -0.55638 -0.59659 -0.32
H -0.34779 -0.25672 -1.59752 0.13
H 0.27631 -2.57096 -0.65477 0.10
H -0.95571 1.71870 -0.06785 0.10
C -1.38032 1.00752 0.64116 -0.15
H -3.11084 -0.41810 0.72201 0.10
C 0.92490 -1.74891 -0.47025 0.10
C 1.39871 -0.56451 -0.25887 -0.24
H -1.45020 1.36995 1.66246 0.10
H 2.08163 0.92207 1.06015 0.09
H 2.58483 1.15808 -0.60851 0.08
H -2.54926 0.03196 -0.96234 0.10
N -0.96298 -0.37317 0.48172 -0.08
H 3.38111 -0.10269 0.38231 0.08
```

***

11.
Entry from OMol25: C6H9N in the gas phase (the ωB97M-V functional and the def2-TZVPD basis).

Output
E_LUMO   1.082 eV
SMILES   CC#CC[C@H]1CN1
Energy above the lowest of the compared OMol25 structures with the same formula, charge and spin   286.7 kJ/mol
E   -7855.189 eV

```
16
Properties=species:S:1:pos:R:3:lowdin_charge:R:1
N -1.70431 -0.01579 -1.83287 0.02
C -0.17998 -1.48461 -0.41721 -0.16
C -1.50486 -0.71516 -0.56376 -0.32
H 1.94568 1.73912 2.15313 0.08
H -2.68733 -0.02246 -2.09665 0.09
H -0.35286 -2.43102 0.10842 0.11
H -2.33395 1.31743 -0.18176 0.10
H 3.17207 0.45545 2.11141 0.07
H -0.53993 1.28347 -0.54198 0.10
H 0.18365 -1.74682 -1.41812 0.12
C -1.50051 0.76426 -0.60940 -0.16
C 1.55299 0.09978 0.84483 -0.09
C 2.46985 1.02875 1.50081 -0.11
C 0.81832 -0.67837 0.29113 -0.05
H -2.37300 -1.19329 -0.10227 0.13
H 3.03421 1.59927 0.75430 0.08
```

***

12.
Entry from OMol25: C6H9N in the gas phase in a non-equilibrium geometry (the ωB97M-V functional and the def2-TZVPD basis).

Output
E_LUMO   0.293 eV
Energy above the lowest of the compared OMol25 structures with the same formula, charge and spin   418.0 kJ/mol
E   -7853.827 eV

```
16
Properties=species:S:1:pos:R:3:lowdin_charge:R:1
C 1.37387 -0.99406 -1.17896 -0.12
H -0.66333 1.79575 -0.58796 0.06
H -0.71902 -1.33940 -1.84792 0.11
H 0.88911 -0.33024 1.89778 0.12
H 2.06790 -1.30705 -1.94733 0.08
C -1.56793 -0.12979 0.80902 -0.04
H -1.93042 -1.08151 1.20628 0.09
C -0.22221 -0.18878 0.12810 -0.53
H 0.45376 1.88886 0.80022 0.08
C 0.03463 -0.97057 -1.14879 -0.02
N 0.87766 -0.73106 0.96374 0.00
H -2.28878 0.26284 0.08828 0.08
C 0.21771 1.36267 -0.13902 -0.05
C 1.91018 -0.46078 0.13115 -0.04
H -1.49614 0.58780 1.63545 0.08
H 1.06302 1.63531 -0.81003 0.09
```

***

13.
Entry from OMol25: C6H9N in the gas phase (the ωB97M-V functional and the def2-TZVPD basis).

Output
E_LUMO (alpha / beta)   0.422 / 0.480 eV
Energy above the lowest of the compared OMol25 structures with the same formula, charge and spin   646.7 kJ/mol
E   -7851.457 eV

```
16
Properties=species:S:1:pos:R:3:lowdin_charge:R:1
H 2.72995 1.59991 0.05794 0.07
H -3.69936 -0.20240 0.03324 0.10
N -1.60027 -0.67220 0.19760 -0.11
H 3.63963 0.28986 -0.69637 0.09
C 3.03132 0.54831 0.18727 -0.15
H -1.05381 1.36074 0.67491 0.11
C -2.70636 0.17450 -0.20273 -0.12
C -0.51522 -0.84740 -0.66212 -0.14
H 0.90267 -1.82931 -0.66723 0.15
H -2.08576 0.48721 1.92950 0.10
C 0.82939 -0.74410 -0.34639 -0.20
C -1.77485 0.57579 0.89206 -0.13
H 3.71569 0.46362 1.03763 0.06
H -2.62001 0.69940 -1.15277 0.11
C 1.97604 -0.48756 0.27139 -0.04
H -0.76907 -1.41638 -1.55394 0.11
```

***

14.
Entry from OMol25: C6H9N in the gas phase (the ωB97M-V functional and the def2-TZVPD basis).

Output
E_LUMO   1.045 eV
SMILES   CC#CC[C@H]1CN1
Energy above the lowest of the compared OMol25 structures with the same formula, charge and spin   271.0 kJ/mol
E   -7855.351 eV

```
16
Properties=species:S:1:pos:R:3:lowdin_charge:R:1
C -1.00207 -0.32699 0.31339 -0.04
H -0.40841 1.14153 1.70444 0.12
H 3.00954 1.71050 0.90933 0.09
H 2.93914 0.18891 -0.87750 0.10
C -1.71883 -1.25663 0.03532 -0.09
H -2.53404 -3.18493 0.42029 0.07
C 1.32395 0.57551 0.58529 -0.34
H 1.70611 -0.20390 1.24524 0.14
H 1.52630 1.12997 -1.56253 0.10
H -0.39982 1.67919 0.03165 0.12
H -2.35056 -2.78646 -1.28975 0.07
C 2.06268 0.80137 -0.67454 -0.15
H -3.64813 -2.03956 -0.34523 0.08
C -2.60513 -2.37178 -0.30969 -0.11
C -0.16789 0.82628 0.68014 -0.18
N 2.12731 1.78064 0.41112 0.01
```

***

15.
Entry from OMol25: C6H9N in the gas phase in a non-equilibrium geometry (the ωB97M-V functional and the def2-TZVPD basis).

Output
E_LUMO   0.749 eV
SMILES   C[C@H]1C=CN=CC1
Energy above the lowest of the compared OMol25 structures with the same formula, charge and spin   185.4 kJ/mol
E   -7856.238 eV

```
16
Properties=species:S:1:pos:R:3:lowdin_charge:R:1
H -1.15853 0.08830 -2.30460 0.11
H -0.94859 0.65039 1.05145 0.10
N 1.81142 0.30920 1.33640 0.04
C 0.82618 0.42182 -0.90304 -0.06
C 0.77419 -0.24429 1.83584 -0.13
C -0.25875 -0.52593 -0.41529 -0.41
C -0.50416 -0.31735 1.02156 -0.18
H -0.00472 -1.58136 -0.69999 0.16
C -1.53958 -0.04386 -1.17235 -0.08
H -1.22636 -1.06703 1.46857 0.14
C 1.71710 0.78919 0.03860 -0.16
H 2.63311 1.29582 -0.19456 0.09
H 0.91553 -0.71993 2.84705 0.12
H -2.39327 -0.75337 -1.17853 0.08
H 0.93149 0.67841 -1.94030 0.10
H -1.57504 1.01998 -0.79083 0.09
```

***

16.
Entry from OMol25: a molecular structure, C6H9N in a non-equilibrium geometry (the ωB97M-V functional and the def2-TZVPD basis).

Output
E_LUMO   1.065 eV
Energy above the lowest of the compared OMol25 structures with the same formula, charge and spin   489.5 kJ/mol
E   -7853.087 eV

```
16
Properties=species:S:1:pos:R:3:lowdin_charge:R:1
H 0.46896 2.19803 -1.46626 0.14
C -0.97904 0.63152 -1.70139 -0.13
C -0.12448 -0.38144 1.70758 -0.43
C 1.10866 0.26630 -0.41034 -0.10
H 0.95371 -0.79382 -0.64751 0.09
H 1.02986 0.74318 -2.50333 0.11
C 0.49562 1.00974 -1.54413 -0.33
H -1.36680 -0.82798 3.73831 0.09
H -1.53666 1.33841 -2.29873 0.07
N -0.07029 0.58394 0.96331 0.08
H -0.91511 -0.27889 -2.22539 0.04
C -0.70183 -0.96292 2.90144 0.05
C 0.14992 -1.77409 2.22890 0.09
H 2.10858 0.49296 -0.07188 0.08
H -1.34821 0.41080 -0.67508 0.06
H 0.72710 -2.65573 2.00450 0.08
```